ORCA calculation (the ωB97M-V functional and the def2-TZVPD basis) on a cluster of 6 separate species, C32H65Br3N4O19PS in total at a distorted geometry.

Atoms and positions in Å:
C  -2.95847  -4.55546  -0.25109
C  -2.03926  -3.38207  -0.43748
Br  -2.81015  -1.76347  0.17209
C  -0.79633  -3.46214  -0.93146
Br  -0.18300  -5.22987  -1.29622
N  0.23567  -2.40523  -1.16936
C  1.26391  -2.56938  -0.04119
C  0.67171  -2.67182  1.37327
C  1.59670  -1.96759  2.38077
S  3.07632  -2.88436  2.68422
O  3.80034  -2.25619  3.73455
O  3.77672  -3.08597  1.44835
O  2.52611  -4.27085  3.21126
C  1.00934  -2.78518  -2.43679
P  0.05054  -3.27508  -3.96830
O  0.62044  -4.53078  -4.49129
C  1.91712  -1.61140  -2.85737
C  3.41201  -1.84883  -2.67094
C  4.19806  -0.78677  -3.45907
N  5.43862  -0.43130  -2.77687
C  1.28234  -0.38001  -2.11182
N  2.10375  0.50342  -1.32291
C  -0.01053  -0.94035  -1.35505
N  -0.15771  -0.14191  -0.16846
Br  -1.45285  -0.43701  -2.64944
H  -3.04961  -5.05427  -1.21502
H  -2.55315  -5.25954  0.46803
H  -3.94606  -4.20768  0.01893
H  1.83179  -3.47267  -0.21904
H  1.97518  -1.75479  -0.07318
H  -0.31239  -2.22945  1.48649
H  0.59383  -3.71055  1.68407
H  1.92801  -0.99602  2.01715
H  1.08821  -1.78143  3.32229
H  2.61554  -4.93511  2.51293
H  1.69736  -3.61373  -2.33609
H  0.14771  -2.23960  -4.90769
H  -1.29563  -3.44315  -3.58184
H  1.80581  -1.34055  -3.90308
H  3.72310  -1.87469  -1.62875
H  3.62915  -2.79658  -3.16177
H  4.41056  -1.14403  -4.46355
H  3.57064  0.10270  -3.59843
H  5.26905  -0.30514  -1.78691
H  5.79835  0.45212  -3.11253
H  0.92843  0.26495  -2.90309
H  2.47896  0.08324  -0.48205
H  2.89574  0.82524  -1.86307
H  -0.89584  0.53090  -0.31200
H  -0.42339  -0.66887  0.65125
C  3.28139  2.98549  4.43893
C  2.98088  2.44699  3.05753
O  1.57330  2.46468  2.75907
C  1.05952  3.66529  2.48792
O  1.66077  4.70240  2.44822
O  -0.24756  3.51024  2.26859
C  -0.95312  4.73809  2.04948
H  2.71325  2.43835  5.19279
H  4.34365  2.88659  4.65901
H  3.01237  4.03716  4.51794
H  3.27211  1.39866  2.99822
H  3.52694  2.98889  2.28539
H  -0.51261  5.31105  1.23709
H  -0.96334  5.33197  2.95925
H  -1.97455  4.47665  1.79024
C  -5.68252  3.51334  7.58656
C  -4.89730  4.72667  8.03481
O  -3.47821  4.49835  8.00402
C  -2.92157  4.49270  6.80032
O  -3.47856  4.68441  5.75027
O  -1.61785  4.24630  6.94761
C  -0.90920  4.14465  5.71503
H  -5.41074  2.64258  8.18467
H  -6.75100  3.69645  7.69589
H  -5.48059  3.27604  6.54339
H  -5.12404  4.95437  9.07378
H  -5.14060  5.60761  7.44158
H  -1.05488  5.03570  5.10998
H  -1.22845  3.25936  5.16544
H  0.14469  4.05052  5.96303
C  -5.11073  2.43398  -8.56709
C  -3.92540  3.15370  -7.96290
O  -4.09828  3.40083  -6.55434
C  -3.95576  2.35126  -5.76249
O  -3.66227  1.23054  -6.09164
O  -4.17102  2.74746  -4.50228
C  -4.12708  1.68628  -3.55675
H  -6.03005  2.98786  -8.37467
H  -4.97876  2.33344  -9.64370
H  -5.22830  1.43854  -8.14242
H  -3.81893  4.13906  -8.41045
H  -2.99450  2.61156  -8.12842
H  -3.19038  1.13819  -3.65081
H  -4.96694  1.00736  -3.69962
H  -4.19331  2.13698  -2.57013
C  0.89930  4.65382  -7.10142
C  1.34665  4.00825  -5.80823
O  2.63970  3.39057  -5.91616
C  3.67595  4.23049  -5.94421
O  3.62147  5.42643  -5.86080
O  4.78798  3.50517  -6.06494
C  5.98463  4.28393  -6.18898
H  0.92261  3.92895  -7.91635
H  -0.11519  5.03874  -6.99833
H  1.55266  5.47965  -7.37555
H  0.66716  3.19819  -5.54589
H  1.34540  4.72050  -4.98297
H  6.08305  4.98052  -5.35996
H  5.98570  4.82397  -7.13351
H  6.81141  3.58042  -6.17382
C  -1.50718  -9.58576  5.57250
C  -1.97048  -8.56135  6.58509
O  -0.93752  -7.61602  6.91471
C  -0.67944  -6.69522  5.99974
O  -1.23961  -6.55521  4.94020
O  0.31354  -5.92673  6.45000
C  0.73345  -4.93215  5.51888
H  -0.60885  -10.09190  5.92747
H  -2.28710  -10.32803  5.40617
H  -1.26954  -9.11878  4.61808
H  -2.21485  -9.05078  7.52478
H  -2.85982  -8.03022  6.24699
H  -0.11170  -4.31738  5.20856
H  1.19239  -5.40134  4.66146
H  1.46500  -4.30902  6.02568

## Properties
E_tot, eV: -309344.585
Total charge: +1
Lowest unoccupied orbital energy, eV: -2.949
Multiplicity: 1
Gap between HOMO and LUMO, eV: 8.9433